1.
A cluster of 2 separate species, C4H5NO in total, computed with ωB97M-V with the def2-TZVPD basis set.

Cartesian coordinates (Å):
H  1.97  1.16  0.05
H  0.14  1.82  -0.70
C  -0.95  -1.13  0.62
C  -0.29  -0.19  -0.23
N  0.38  -0.77  -1.38
C  -0.21  1.12  0.05
H  -0.51  1.51  1.02
O  1.03  0.02  -2.02
H  2.14  0.93  -0.65
C  -1.57  -1.90  1.31
H  -2.13  -2.57  1.92

Computed properties:
Relative energy (zero: lowest compared OMol25 entry of this formula, charge and spin) = 6.228 eV
HOMO = -9.45 eV
SMILES string = C#CC(=C)N=O.[H][H]

Atom charges from the natural (NBO) analysis, given in e for atoms 1 to 5:
1 H -0.02
2 H 0.23
3 C -0.06
4 C -0.08
5 N 0.14


2.
The molecule C4H5NO at a distorted geometry, computed with ωB97M-V with the def2-TZVPD basis set.

Cartesian coordinates (Å):
C  -0.96  0.77  -0.40
H  0.46  -0.28  -1.54
C  0.42  -1.05  0.55
H  -0.21  -0.91  1.44
C  -0.04  -0.18  -0.58
O  -1.33  1.62  -1.39
H  0.38  -2.12  0.30
C  1.81  -0.70  0.91
H  -1.46  0.89  0.56
N  2.89  -0.37  1.14
H  -1.84  2.34  -1.02

Computed properties:
Relative energy (zero: lowest compared OMol25 entry of this formula, charge and spin) = 1.063 eV
HOMO = -9.44 eV
SMILES string = N#CC/C=C/O

Atom charges from the natural (NBO) analysis, given in e for atoms 1 to 5:
1 C 0.15
2 H 0.22
3 C -0.52
4 H 0.25
5 C -0.29


3.
The molecule C4H5NO at a distorted geometry, computed with ωB97M-V with the def2-TZVPD basis set.

Cartesian coordinates (Å):
N  2.09  -1.78  -0.89
C  -0.31  0.71  0.10
C  -1.35  -0.33  -0.22
C  1.14  0.46  0.05
C  1.66  -0.81  -0.43
H  -0.90  -1.31  -0.41
H  -2.01  -0.40  0.65
H  -1.95  -0.04  -1.08
H  -0.61  1.76  -0.02
H  1.84  1.29  -0.09
O  0.44  0.47  1.28

Computed properties:
Relative energy (zero: lowest compared OMol25 entry of this formula, charge and spin) = 1.592 eV
HOMO = -11.08 eV
SMILES string = C[C@H]1O[C@H]1C#N

Atom charges from the natural (NBO) analysis, given in e for atoms 1 to 5:
1 N -0.29
2 C 0.10
3 C -0.65
4 C -0.06
5 C 0.25


4.
The molecule C4H5NO at a distorted geometry, computed with ωB97M-V with the def2-TZVPD basis set.

Cartesian coordinates (Å):
H  0.79  1.14  1.16
C  -1.08  -0.85  0.03
H  -2.28  1.02  -0.43
H  -1.84  -1.63  0.00
H  2.12  0.23  -1.11
C  -1.32  0.57  -0.22
O  2.09  0.63  -0.24
H  0.80  -1.88  0.49
C  0.23  -0.98  0.28
N  -0.26  1.28  -0.23
C  0.81  0.43  0.26

Computed properties:
Relative energy (zero: lowest compared OMol25 entry of this formula, charge and spin) = 1.738 eV
HOMO = -9.75 eV
SMILES string = O[C@@H]1C=CC=N1

Atom charges from the natural (NBO) analysis, given in e for atoms 1 to 5:
1 H 0.25
2 C -0.25
3 H 0.20
4 H 0.22
5 H 0.47


For the records above, the corresponding Kohn-Sham gap values read 8.44; 10.01; 11.96; 10.08 eV.